[1]
101
Properties=species:S:1:pos:R:3:lowdin_charge:R:1 method="wB97M-V/def2-TZVPD" fmax_ha_per_bohr=0.0796 total_energy_ev=-74030.49592 e_homo_ev=-12.70 total_charge=+1
C 1.4266 -1.1792 1.5113 -0.103
C 0.7321 -2.2035 0.6012 -0.264
C 1.0007 -3.6239 1.1654 -0.766
Cl 0.9460 -3.7479 2.9524 0.748
S 0.0021 -4.8993 0.3205 1.211
C 0.3864 -6.4234 1.2432 -0.195
C 1.9016 -6.6157 1.0758 -0.613
O 2.3372 -6.9016 0.0486 0.209
O 2.6964 -6.4463 2.1571 0.101
N -1.6264 -4.6292 0.4785 -0.303
C -2.1904 -3.7807 -0.6158 -0.056
C -2.0465 -4.2377 1.8246 -0.544
C -2.4342 -5.2459 2.8728 0.017
O -2.1162 -3.1053 2.0623 0.143
H 2.3712 -1.5451 1.8902 0.078
H 0.7537 -0.9504 2.3296 0.076
H 1.5827 -0.2732 0.9373 0.030
H 1.2748 -2.1837 -0.3414 0.119
H -0.3228 -2.0083 0.4726 0.092
H 2.0250 -3.8607 0.8871 0.090
H -0.0859 -7.2565 0.7416 0.120
H 0.1109 -6.3552 2.2897 0.082
H 2.8263 -5.5044 2.3266 0.086
H -3.0529 -3.2087 -0.3004 0.066
H -2.5334 -4.4585 -1.3887 0.088
H -1.4241 -3.1239 -1.0097 0.075
H -3.4067 -4.9889 3.2689 0.099
H -2.4553 -6.2548 2.4704 0.085
H -1.7156 -5.1827 3.6833 0.085
C 4.8249 3.2079 -1.2550 -0.107
C 3.7163 3.7466 -0.3598 -0.260
C 3.0523 2.6598 0.4880 -0.177
C 2.4366 1.6381 -0.3713 -0.233
N 1.9607 0.8473 -1.0347 0.153
H 4.4393 2.4905 -1.9826 0.060
H 5.2859 4.0169 -1.8138 0.042
H 5.6030 2.7154 -0.6661 0.080
H 2.9668 4.2396 -0.9801 0.068
H 4.1316 4.5024 0.3017 0.071
H 2.2763 3.0906 1.1227 0.119
H 3.7888 2.1788 1.1343 0.107
C 3.8624 6.1029 5.1677 -0.109
C 4.3891 6.8856 3.9698 -0.259
C 4.1724 6.1574 2.6391 -0.184
C 4.8731 4.8641 2.6355 -0.252
N 5.4187 3.8688 2.6462 0.172
H 4.3838 5.1516 5.2846 0.070
H 4.0098 6.6697 6.0868 0.074
H 2.7946 5.8984 5.0644 0.077
H 5.4536 7.0822 4.1098 0.114
H 3.8878 7.8538 3.9249 0.110
H 4.5502 6.7579 1.8113 0.121
H 3.1094 5.9793 2.4681 0.121
C -3.2961 -1.9017 4.7130 -0.111
C -4.3026 -2.0954 5.8431 -0.258
C -4.9843 -0.7888 6.2596 -0.184
C -3.9863 0.1796 6.7365 -0.245
N -3.2051 0.9154 7.1042 0.152
H -2.4808 -1.2425 5.0160 0.077
H -2.8543 -2.8523 4.4277 0.036
H -3.7730 -1.4730 3.8297 0.082
H -3.7947 -2.5340 6.7046 0.113
H -5.0684 -2.8072 5.5266 0.106
H -5.7024 -0.9721 7.0587 0.118
H -5.5220 -0.3514 5.4175 0.120
C -0.6077 2.4472 -3.5883 -0.113
C -1.7084 3.3085 -2.9774 -0.258
C -1.3630 4.8012 -2.9726 -0.178
C -0.1477 5.0460 -2.1833 -0.223
N 0.7913 5.2351 -1.5749 0.169
H 0.3190 2.5141 -3.0157 0.050
H -0.9058 1.3986 -3.5994 0.074
H -0.3989 2.7502 -4.6172 0.070
H -1.9000 2.9737 -1.9559 0.112
H -2.6324 3.1644 -3.5404 0.109
H -2.1796 5.3799 -2.5413 0.119
H -1.1972 5.1592 -3.9895 0.120
C 3.8226 1.5722 -6.1413 -0.106
C 2.7529 2.4542 -5.5068 -0.271
C 3.1129 3.9433 -5.5370 -0.175
C 4.3556 4.1890 -4.7923 -0.221
N 5.3074 4.3791 -4.2050 0.169
H 4.7683 1.6404 -5.6019 0.072
H 3.5128 0.5269 -6.1250 0.072
H 4.0001 1.8559 -7.1805 0.079
H 2.5930 2.1370 -4.4734 0.099
H 1.8084 2.3100 -6.0361 0.101
H 2.3158 4.5352 -5.0856 0.109
H 3.2470 4.2855 -6.5640 0.121
C -6.0905 -3.6413 -4.7147 -0.106
C -5.8897 -4.8758 -3.8424 -0.262
C -6.4685 -4.7112 -2.4324 -0.179
C -5.8189 -3.5926 -1.7320 -0.227
N -5.3173 -2.7213 -1.2039 0.157
H -5.5747 -2.7718 -4.3040 0.070
H -5.6925 -3.8136 -5.7143 0.076
H -7.1497 -3.3969 -4.8104 0.081
H -4.8220 -5.0991 -3.7770 0.105
H -6.3670 -5.7335 -4.3187 0.111
H -6.3161 -5.6201 -1.8500 0.116
H -7.5406 -4.5174 -2.4788 0.124

[2]
179
Properties=species:S:1:pos:R:3:lowdin_charge:R:1 method="wB97M-V/def2-TZVPD" fmax_ha_per_bohr=0.0296 total_energy_ev=-105539.33967 e_homo_ev=-10.91 total_charge=+1
C -1.4382 1.0006 0.2280 -0.108
O -0.2755 1.4597 0.8810 -0.197
C -0.5166 2.4326 1.8852 -0.219
C -0.5897 3.8732 1.3398 -0.168
C 0.2293 4.0818 0.0736 -0.195
C 1.7352 3.8734 0.2825 -0.187
C 2.2764 3.0112 -0.8332 -0.220
C 3.7544 2.6472 -0.7274 -0.174
C 4.0105 1.4298 0.1726 -0.194
C 4.0659 0.1210 -0.6110 -0.176
C 2.6350 -0.2590 -1.0521 -0.113
C 2.2863 -1.7446 -1.1025 -0.373
C 1.1654 -2.0064 -2.1520 -0.121
C 0.1036 -0.8864 -2.2314 -0.162
C 0.1750 -0.0984 -3.5621 -0.149
C 0.2883 1.4268 -3.3854 -0.256
O -0.4071 2.0654 -4.4545 -0.094
C 3.5058 -2.5359 -1.5813 -0.078
N 3.1950 -3.9834 -1.7741 0.087
C 2.7060 -4.6806 -0.5502 -0.098
C 1.6869 -3.8894 0.2603 -0.108
C 1.7934 -2.3418 0.2422 -0.222
C 2.5283 -1.8515 1.5108 -0.124
C 3.8204 -2.6056 1.9159 -0.173
C 4.9232 -1.6897 2.5263 -0.180
C 6.2874 -1.9605 1.8747 -0.219
C 7.4016 -1.0737 2.4330 -0.202
C 7.3762 0.3949 1.9991 -0.260
C 7.6764 0.6418 0.5151 -0.453
S 9.4856 0.8436 0.2666 1.002
C 9.5869 2.2031 -0.8620 -0.714
N 10.7060 2.8123 -0.9465 0.040
N 10.4978 3.8343 -1.8575 0.062
C 9.3040 3.7524 -2.2533 -0.187
O 8.6445 2.7091 -1.6636 0.024
H -2.3500 1.4782 0.5750 0.071
H -1.5649 -0.0794 0.3325 0.085
H -1.3380 1.1959 -0.8430 0.069
H -1.4309 2.2267 2.4438 0.098
H 0.2977 2.3660 2.6031 0.109
H -0.2803 4.5736 2.1146 0.116
H -1.6355 4.1119 1.1375 0.108
H 0.0050 5.0776 -0.3022 0.115
H -0.1478 3.3811 -0.6698 0.089
H 2.1993 4.8584 0.3099 0.117
H 1.8861 3.4469 1.2758 0.108
H 1.6466 2.1268 -0.8977 0.072
H 2.1249 3.5567 -1.7666 0.120
H 4.2967 3.5109 -0.3446 0.112
H 4.1620 2.4753 -1.7242 0.110
H 3.2809 1.3590 0.9791 0.113
H 4.9636 1.6005 0.6746 0.082
H 4.4617 -0.6317 0.0720 0.073
H 4.7765 0.2243 -1.4303 0.119
H 1.9590 0.2392 -0.3647 0.104
H 2.4569 0.1615 -2.0421 0.126
H 1.6656 -2.1500 -3.1147 0.111
H 0.6494 -2.9490 -1.9652 0.112
H 0.1031 -0.2310 -1.3650 0.071
H -0.8636 -1.3807 -2.2368 0.104
H 0.9883 -0.4248 -4.2076 0.105
H -0.7383 -0.2688 -4.1230 0.109
H -0.0985 1.7781 -2.4314 0.087
H 1.3358 1.6991 -3.5205 0.110
H 0.2510 2.5339 -4.9809 0.021
H 4.3636 -2.4775 -0.9209 0.122
H 3.7833 -2.1236 -2.5486 0.131
H 2.5808 -4.1519 -2.5739 0.170
H 4.0731 -4.4326 -2.0311 0.168
H 3.5466 -4.9970 0.0550 0.127
H 2.2378 -5.6000 -0.8896 0.137
H 1.7459 -4.2014 1.2977 0.123
H 0.6963 -4.1865 -0.0696 0.117
H 0.7691 -1.9878 0.3564 0.145
H 2.7486 -0.7889 1.5048 0.091
H 1.8179 -1.9998 2.3223 0.124
H 3.5748 -3.3216 2.6969 0.112
H 4.2867 -3.1641 1.1082 0.077
H 4.6780 -0.6409 2.3787 0.094
H 5.0470 -1.9097 3.5808 0.115
H 6.2352 -1.9002 0.7845 0.088
H 6.5624 -2.9948 2.0908 0.116
H 7.3440 -1.1274 3.5201 0.116
H 8.3845 -1.4702 2.1745 0.111
H 6.4154 0.8425 2.2471 0.095
H 8.1457 0.9171 2.5631 0.098
H 7.2980 -0.1429 -0.1288 0.062
H 7.2253 1.5917 0.2497 0.067
H 8.8959 4.4560 -2.9504 0.134
C 9.4842 0.2921 -4.2004 -0.035
C 8.5302 -0.6425 -4.7763 -0.235
N 7.7194 -1.3561 -5.1743 0.153
H 8.9741 0.9324 -3.4834 0.066
H 10.2733 -0.2552 -3.6880 0.096
H 9.9308 0.9071 -4.9798 0.097
C -4.8522 -1.0215 0.6749 -0.057
C -4.5178 0.0405 1.6165 -0.261
N -4.2239 0.8679 2.3629 0.159
H -4.1329 -1.8327 0.7693 0.091
H -5.8487 -1.4029 0.8859 0.024
H -4.8250 -0.6433 -0.3455 0.053
C -1.0882 6.0584 -6.0643 -0.058
C -0.0191 5.2018 -5.5679 -0.234
N 0.8236 4.5233 -5.1742 0.141
H -0.6979 6.7298 -6.8264 0.091
H -1.8754 5.4440 -6.4991 0.087
H -1.5000 6.6508 -5.2438 0.021
C -5.7171 0.5076 -3.8257 -0.064
C -4.7842 -0.4487 -3.2386 -0.269
N -4.0478 -1.2021 -2.7722 0.121
H -5.1909 1.4300 -4.0654 0.086
H -6.1430 0.0923 -4.7368 0.089
H -6.5250 0.7291 -3.1236 0.017
C -7.6413 -2.6117 3.4609 -0.095
C -7.7915 -2.4965 2.0143 -0.279
N -7.8585 -2.3789 0.8696 0.133
H -8.0232 -3.5707 3.7990 0.084
H -6.5921 -2.5318 3.7290 0.018
H -8.1974 -1.8154 3.9519 0.082
C 6.5515 0.5881 -7.6076 -0.082
C 7.0833 1.6998 -8.3912 -0.283
N 7.5092 2.5742 -9.0070 0.127
H 6.1114 -0.1550 -8.2696 0.084
H 7.3496 0.1248 -7.0346 0.028
H 5.7872 0.9517 -6.9230 0.082
C -8.1917 1.1413 0.3841 -0.054
C -8.2565 1.2971 -1.0650 -0.243
N -8.3066 1.4174 -2.2095 0.132
H -8.6119 0.1791 0.6725 0.061
H -7.1533 1.1879 0.7092 0.066
H -8.7504 1.9381 0.8706 0.088
C -11.6619 -4.1354 1.4573 -0.098
C -11.2853 -3.0365 2.3460 -0.273
N -10.9952 -2.1689 3.0427 0.128
H -10.9438 -4.9394 1.5450 0.046
H -12.6453 -4.5061 1.7230 0.065
H -11.6782 -3.7827 0.4280 0.088
C -10.5721 -8.9174 1.4096 -0.061
C -11.4855 -7.7968 1.2062 -0.243
N -12.2060 -6.9130 1.0453 0.146
H -10.7708 -9.3836 2.3722 0.085
H -10.7120 -9.6533 0.6208 0.085
H -9.5435 -8.5633 1.3894 0.083
C -4.6537 7.8617 -4.2035 -0.058
C -3.2206 8.1021 -4.0626 -0.265
N -2.0902 8.2933 -3.9491 0.138
H -4.8206 6.9057 -4.6963 0.083
H -5.1220 7.8438 -3.2217 0.086
H -5.1029 8.6534 -4.7990 0.086
C 5.7214 -3.6800 -4.6581 -0.093
C 4.6809 -4.6260 -5.0551 -0.285
N 3.8357 -5.3562 -5.3377 0.130
H 5.3165 -2.9618 -3.9505 0.048
H 6.5440 -4.2195 -4.1894 0.090
H 6.1043 -3.1377 -5.5169 0.050
C -3.0193 1.9738 5.2177 -0.101
C -1.7275 2.6019 5.4763 -0.274
N -0.7012 3.0890 5.6697 0.149
H -2.8632 0.9386 4.9295 0.001
H -3.6337 2.0069 6.1172 0.079
H -3.5350 2.4910 4.4125 0.069
C -4.5675 -0.7802 6.0431 -0.098
C -5.2844 -2.0157 5.7467 -0.228
N -5.8487 -2.9940 5.5098 0.129
H -5.2804 0.0099 6.2684 0.034
H -3.9128 -0.9218 6.8971 0.075
H -3.9687 -0.4909 5.1853 0.035
C 0.4830 0.8515 7.1751 -0.076
C -0.6546 0.2145 6.5202 -0.245
N -1.5514 -0.2785 5.9918 0.155
H 0.9640 0.1446 7.8482 0.082
H 1.1992 1.1812 6.4258 0.081
H 0.1428 1.7145 7.7433 0.078
C -6.8136 -0.6481 9.5742 -0.051
C -6.2994 0.3683 8.6616 -0.254
N -5.8971 1.1707 7.9401 0.140
H -7.8795 -0.7862 9.4069 0.088
H -6.3001 -1.5923 9.4017 0.084
H -6.6506 -0.3344 10.6030 0.086

The records above yield Kohn-Sham gap values of 9.7; 8.4 eV, respectively.
The records above yield LUMO energy values of -0.1097; -0.0913 hartree, respectively.